Record 1
# C26H26Cl2N12O5Ti

A structure of composition C26H26Cl2N12O5Ti (ωB97M-V/def2-TZVPD, OMol25).

Last column: Löwdin charge in e.
CARTESIAN COORDINATES (ANGSTROEM)
Ti (0.85058, -1.40298, 0.49679)  1.036
Cl (0.85257, 4.42258, 1.36746)  0.745
Cl (-2.56698, 4.90600, -2.80747)  0.738
O (1.59988, 0.59933, -2.93536)  0.072
O (-1.96413, 2.69723, 2.74777)  0.008
O (0.92555, -0.81056, -1.33909)  -0.157
O (-1.23358, -1.20771, 0.48732)  -0.228
O (-1.31878, 0.75075, 1.89043)  -0.045
N (1.68638, -1.43487, 4.65179)  0.040
N (2.93788, -1.62047, 0.69565)  -0.090
N (3.79408, -2.12465, -0.23045)  -0.053
N (0.38519, -1.80542, 4.60555)  -0.076
N (-0.05515, -1.79144, 3.41010)  -0.040
N (1.33448, 0.79361, 0.63350)  -0.001
N (-1.44914, 3.57704, -0.29214)  0.093
N (0.94232, -1.38960, 2.57936)  -0.086
N (4.98667, -1.61406, 1.50669)  0.029
N (4.97771, -2.10682, 0.24824)  -0.096
N (0.71155, -3.54460, 0.47531)  0.027
N (3.24517, -0.81877, 2.94077)  0.135
C (1.52126, -4.23399, 1.29784)  -0.094
C (-2.65500, 0.17896, -2.42454)  -0.090
C (1.92083, 1.22043, -0.63405)  -0.131
C (0.84276, 6.72076, -1.88630)  -0.092
C (-2.79051, 1.56456, -0.43889)  -0.166
C (-0.29220, 6.28605, -2.54976)  -0.118
C (0.41297, 5.11341, -0.16379)  -0.573
C (-1.82987, 2.42530, -0.99914)  -0.220
C (-1.65133, 0.98743, -2.92597)  -0.078
C (-2.21717, -3.16849, -0.52606)  -0.146
C (1.86233, -5.54934, 1.07065)  -0.036
C (-3.19784, 0.46946, -1.18119)  -0.055
C (-2.07703, -2.32050, 0.73694)  -0.237
C (1.46441, 0.30466, -1.77275)  -0.601
C (1.98696, -1.19984, 3.39110)  -0.480
C (-3.27554, 1.78321, 0.96705)  -0.046
C (-0.71469, 4.61076, -0.83184)  -0.305
C (-1.24218, 2.10520, -2.21712)  -0.067
C (-1.06861, 5.27356, -2.01185)  -0.582
C (-0.92848, -3.41659, -1.32743)  -0.125
C (0.43089, -5.49124, -0.85270)  -0.004
C (-2.10454, 1.75144, 1.97924)  -0.647
C (1.32497, -6.17984, -0.04634)  -0.044
C (1.18017, 6.14545, -0.67131)  -0.116
C (3.71901, -1.33572, 1.73970)  -0.485
C (0.12058, -4.16708, -0.55782)  -0.236
H (1.59031, -7.20195, -0.27899)  0.107
H (-3.97273, 0.98663, 1.23951)  0.119
H (2.53261, -6.05282, 1.74926)  0.109
H (-3.78904, 2.74158, 1.06910)  0.121
H (2.04306, 6.47634, -0.11315)  0.100
H (3.94169, -0.81243, 3.67215)  0.133
H (-0.03594, -5.95902, -1.70646)  0.112
H (-2.91683, -2.67786, -1.20745)  0.100
H (-1.45022, 3.52842, 0.72080)  0.085
H (0.41816, 1.21730, 0.80111)  0.071
H (-0.53232, -2.45917, -1.68308)  0.098
H (-0.44830, 2.72443, -2.61427)  0.114
H (1.89982, -3.69768, 2.15988)  0.109
H (-2.98681, -0.69040, -2.97613)  0.096
H (-1.42348, -0.38012, 1.13606)  0.027
H (1.44742, 7.51302, -2.30097)  0.100
H (1.90928, 1.07325, 1.42489)  0.100
H (-2.66097, -4.12777, -0.23853)  0.118
H (-1.68442, -2.89777, 1.58479)  0.101
H (-1.16063, 0.74861, -3.85800)  0.108
H (-1.18025, -4.00061, -2.21456)  0.118
H (-3.94462, -0.18880, -0.75116)  0.109
H (-0.60925, 6.74334, -3.47454)  0.098
H (-3.06505, -1.94332, 1.02887)  0.125
H (3.00944, 1.12444, -0.57600)  0.132
H (1.68468, 2.25975, -0.88900)  0.111

Forces on the atoms, in the same order (eV/Å):
Ti -0.131 1.022 -0.541
Cl 0.000 -0.057 -0.047
Cl 0.026 -0.025 0.021
O 0.106 0.116 -0.047
O 0.019 0.209 0.003
O 0.187 -0.077 0.020
O 0.309 -0.416 0.222
O 0.122 -0.051 0.166
N 0.022 0.038 -0.238
N 0.493 -0.112 0.254
N -0.304 -0.101 -0.263
N 0.003 -0.029 0.338
N -0.302 -0.078 -0.289
N -0.427 0.081 0.237
N -0.205 -0.036 0.204
N 0.202 -0.133 0.503
N -0.192 0.020 0.029
N 0.354 -0.002 -0.002
N -0.060 -0.605 0.093
N 0.005 0.092 0.068
C -0.025 -0.012 -0.161
C 0.013 0.010 -0.019
C 0.139 0.191 -0.253
C -0.074 -0.098 0.053
C 0.095 0.037 -0.004
C 0.051 -0.001 0.055
C 0.103 0.026 -0.010
C -0.045 -0.182 0.017
C -0.051 -0.001 -0.013
C -0.114 -0.049 0.029
C -0.235 -0.010 -0.169
C -0.013 -0.040 0.022
C 0.015 -0.009 0.049
C -0.117 -0.043 0.112
C 0.138 0.038 0.019
C -0.040 0.046 0.023
C 0.175 0.138 0.080
C -0.016 0.010 -0.027
C -0.074 0.127 -0.148
C 0.112 0.166 -0.050
C 0.127 0.009 0.265
C -0.209 0.074 -0.177
C -0.055 0.152 -0.021
C -0.040 -0.011 -0.031
C 0.037 0.038 0.087
C -0.046 -0.150 0.117
H 0.001 -0.047 -0.002
H -0.018 0.029 -0.033
H 0.033 -0.050 0.009
H 0.025 -0.022 0.044
H 0.042 0.024 0.017
H -0.029 0.006 -0.040
H 0.002 -0.064 -0.036
H 0.015 0.007 0.019
H -0.031 -0.053 0.014
H 0.061 -0.005 0.024
H -0.037 -0.111 0.038
H 0.018 -0.002 -0.011
H 0.032 0.016 -0.142
H -0.012 -0.041 -0.027
H -0.111 0.254 -0.076
H 0.033 0.047 -0.025
H -0.030 -0.151 -0.081
H -0.033 0.019 -0.022
H -0.078 0.043 -0.147
H 0.039 -0.022 -0.042
H 0.000 0.027 0.004
H -0.020 -0.028 0.010
H -0.005 0.036 -0.054
H 0.062 -0.116 0.002
H -0.081 0.017 -0.021
H 0.045 -0.126 0.003

⟨S²⟩   0.752
2S+1   2
E_tot   -3809.8097 a.u.
Charge   -1
Kohn-Sham gap (alpha / beta)   7.67 / 7.64 eV

***

Record 2
# C26H26Cl3CoN4OS2

A structure of composition C26H26Cl3CoN4OS2 (ωB97M-V/def2-TZVPD, OMol25).

Last column: Löwdin charge in e.
CARTESIAN COORDINATES (ANGSTROEM)
Co (-0.12024, -0.17519, -0.10466)  0.317
Cl (-0.68008, 5.48036, -4.60362)  0.604
Cl (-0.90031, 0.10643, -5.09052)  0.679
Cl (0.03361, 2.31498, -0.26772)  0.831
S (1.73819, 2.16571, 2.95085)  0.415
S (-0.47508, -2.48072, -0.48200)  0.746
O (-0.34670, 0.14410, -2.18301)  -0.142
N (1.85995, -0.36340, -0.18916)  -0.001
N (-0.41815, -0.15787, 2.61651)  -0.151
N (-2.23185, -0.23507, 0.19301)  -0.197
N (3.96482, 0.12945, -0.51485)  -0.117
C (5.15161, 0.91924, -0.75279)  -0.015
C (-4.24799, -1.38860, -2.76952)  -0.102
C (-2.70392, -0.98763, -0.96402)  -0.285
C (-2.38382, -2.86082, -2.42574)  -0.112
C (-2.80895, 1.11404, 0.25555)  -0.104
C (1.17806, -1.86113, 3.38766)  -0.059
C (-3.83928, -0.63553, -1.67410)  -0.034
C (-0.34438, 3.76973, -2.52096)  -0.146
C (0.89879, -0.52898, 3.07514)  -0.268
C (-0.58454, 3.89184, -3.87745)  -0.695
C (3.18393, -0.02165, 3.62390)  -0.166
C (-1.32928, -1.27331, 2.38775)  -0.247
C (-0.67459, 1.51128, -4.09561)  -0.583
C (-1.04929, 0.80836, 3.52113)  -0.110
C (2.72636, 0.61482, -0.33773)  -0.151
C (-1.95108, -2.10244, -1.34119)  -0.589
C (-3.52021, -2.50800, -3.13852)  -0.107
C (-0.27786, 2.50352, -1.97580)  -0.509
C (3.45942, -1.35331, 3.87536)  -0.133
C (1.91786, 0.44783, 3.22461)  -0.688
C (-2.51293, -0.99281, 1.45083)  -0.149
C (2.56747, -1.53682, -0.29941)  -0.127
C (2.44150, -2.28775, 3.76673)  -0.127
C (3.87759, -1.24582, -0.50319)  -0.049
C (-0.75475, 2.76425, -4.66682)  -0.155
C (-0.42388, 1.29729, -2.71053)  -0.486
H (-3.82275, -3.09492, -3.99727)  0.095
H (2.61413, -3.33660, 3.97456)  0.085
H (3.96363, 0.72307, 3.72545)  0.073
H (-4.41868, 0.23349, -1.39346)  0.098
H (-1.76904, -1.60882, 3.34313)  0.128
H (2.08937, -2.49549, -0.21838)  0.054
H (-3.30777, -0.47028, 1.99133)  0.112
H (-3.87536, 1.07830, 0.50602)  0.092
H (4.74234, -1.87484, -0.61606)  0.114
H (-2.90696, -1.96707, 1.16362)  0.122
H (-1.78548, -3.71178, -2.72494)  0.096
H (4.45933, -1.65469, 4.16649)  0.086
H (6.01740, 0.40437, -0.34113)  0.089
H (-1.12663, 0.38462, 4.53316)  0.096
H (-0.21018, 4.64327, -1.89744)  0.103
H (2.50979, 1.66375, -0.26070)  0.088
H (0.39557, -2.60504, 3.33770)  0.092
H (-2.29371, 1.69235, 1.01215)  0.058
H (-2.68456, 1.61199, -0.70369)  0.083
H (-0.94851, 2.86090, -5.72606)  0.098
H (5.30837, 1.07983, -1.82032)  0.090
H (-0.77717, -2.09857, 1.95390)  0.025
H (-5.12476, -1.08801, -3.32855)  0.092
H (-2.05475, 1.03958, 3.17650)  0.067
H (5.04616, 1.88182, -0.25676)  0.096
H (-0.45975, 1.72241, 3.56062)  -0.020

Forces on the atoms, in the same order (eV/Å):
Co -0.319 -0.596 0.051
Cl 0.002 -0.012 0.006
Cl 0.003 0.001 0.005
Cl 0.177 0.225 0.297
S 0.134 0.045 -0.451
S 0.140 0.299 -0.038
O 0.062 0.094 0.103
N -0.513 0.035 -0.248
N -0.146 0.026 -0.289
N 0.783 0.082 -0.309
N 0.002 -0.069 -0.076
C 0.058 0.053 -0.012
C 0.019 -0.042 -0.007
C -0.213 0.004 -0.106
C -0.030 0.030 0.036
C -0.128 -0.025 0.039
C -0.047 -0.046 -0.020
C -0.022 0.043 0.062
C -0.011 0.030 0.046
C 0.013 -0.143 0.068
C 0.001 0.017 0.023
C -0.026 -0.078 -0.025
C -0.002 0.013 0.053
C -0.035 0.044 -0.016
C -0.034 0.077 0.055
C 0.131 -0.067 0.289
C 0.026 -0.209 -0.049
C -0.021 0.029 0.019
C -0.024 -0.073 -0.126
C -0.031 0.031 -0.011
C 0.066 0.144 -0.033
C 0.025 0.055 0.341
C 0.046 0.018 0.102
C 0.048 -0.018 0.003
C -0.028 0.090 0.072
C 0.019 -0.039 0.000
C -0.013 -0.039 0.074
H 0.005 -0.007 0.004
H 0.005 0.001 0.016
H -0.001 0.008 -0.003
H 0.019 -0.003 -0.018
H 0.005 -0.111 -0.012
H 0.022 0.009 -0.024
H -0.019 0.062 -0.071
H 0.022 -0.022 -0.015
H 0.000 0.008 -0.003
H -0.006 -0.005 0.064
H -0.003 0.000 -0.020
H 0.008 -0.001 0.004
H -0.017 0.015 0.037
H -0.022 -0.048 -0.005
H -0.008 0.000 -0.007
H 0.000 0.065 0.024
H 0.050 0.009 0.001
H 0.056 0.004 0.155
H 0.028 -0.012 -0.016
H -0.003 -0.004 0.002
H -0.009 -0.013 0.006
H -0.089 0.094 0.025
H 0.000 -0.011 -0.003
H -0.109 0.013 -0.096
H 0.000 -0.017 0.018
H -0.047 -0.065 0.008

⟨S²⟩   0.765
2S+1   2
E_tot   -4860.4501 a.u.
Charge   -1
Kohn-Sham gap (alpha / beta)   6.16 / 6.17 eV
Energy relative to the best compared isomer or geometry (same formula, charge and spin)   19.1 kcal/mol

***

Record 3
# C26H26ClN5O2

An isolated molecule of C26H26ClN5O2 (ωB97M-V/def2-TZVPD, OMol25).

Last column: Löwdin charge in e.
CARTESIAN COORDINATES (ANGSTROEM)
Cl (5.71871, -5.31792, -0.51675)  0.716
O (-3.84269, 2.71265, -0.17372)  -0.069
O (9.74236, -1.96543, 2.11236)  0.061
N (2.10811, -1.27598, -3.14661)  0.084
N (1.73345, -0.52648, -0.91571)  0.189
N (0.21965, -0.13151, -2.65941)  0.118
N (-6.81799, 3.13825, 0.88960)  -0.173
N (3.21468, -1.82172, -2.84505)  0.092
C (-6.23684, 2.12830, 1.77616)  -0.176
C (3.66440, -1.77824, -1.57151)  -0.192
C (5.33431, -2.32591, 0.05817)  -0.200
C (6.61134, -2.94303, 0.45866)  -0.206
C (-5.89944, 3.91854, 0.10654)  -0.160
C (-1.88861, 0.98017, -2.76972)  -0.024
C (4.57672, -1.63524, 1.03403)  0.030
C (-7.94223, 2.55756, 0.17311)  -0.204
C (-8.39400, 1.40672, 1.06480)  -0.176
C (2.57240, -0.31319, 1.78148)  -0.043
C (-2.88332, 2.01794, -0.84545)  -0.271
C (1.37477, -0.64474, -2.18316)  -0.342
C (8.10911, -4.83367, 0.61551)  -0.094
C (-1.78089, 1.61356, -0.09044)  0.006
C (7.57108, -2.16853, 1.10345)  0.032
C (9.05667, -4.05063, 1.24158)  -0.008
C (-0.78924, 0.57884, -2.01679)  -0.233
C (-7.06116, 0.85621, 1.56545)  -0.168
C (8.79009, -2.70673, 1.49105)  -0.313
C (6.89704, -4.28625, 0.22392)  -0.596
C (-0.74745, 0.90531, -0.66168)  -0.012
C (2.90075, -1.09871, -0.58163)  -0.162
C (3.38261, -1.03056, 0.75163)  -0.198
C (-4.98981, 3.14835, -0.87517)  -0.179
C (4.88342, -2.39372, -1.23521)  0.011
C (-2.92726, 1.69093, -2.19638)  -0.020
H (-6.60385, 0.23032, 0.79680)  0.110
H (-8.71710, 3.31734, 0.03512)  0.116
H (0.09927, 0.59737, -0.07337)  0.078
H (5.43989, -2.89217, -2.01240)  0.116
H (4.95790, -1.60837, 2.04578)  0.126
H (-1.93507, 0.73405, -3.82129)  0.112
H (1.58889, -0.77301, 1.86411)  0.084
H (-6.48924, 4.64170, -0.46272)  0.121
H (-7.15942, 0.26788, 2.47555)  0.105
H (8.30535, -5.87730, 0.42827)  0.106
H (3.06249, -0.33932, 2.75111)  0.077
H (9.43891, -1.05537, 2.21655)  0.109
H (2.42315, 0.72265, 1.48054)  0.083
H (7.36130, -1.12225, 1.28478)  0.127
H (-8.97546, 1.79339, 1.90156)  0.111
H (-1.75683, 1.87194, 0.95650)  0.119
H (0.08798, -0.30464, -3.64782)  0.143
H (-8.98919, 0.67008, 0.52825)  0.107
H (-6.33617, 2.48487, 2.80897)  0.115
H (-4.69430, 3.81458, -1.69688)  0.128
H (-5.52522, 2.28760, -1.29737)  0.121
H (-7.66280, 2.17332, -0.82165)  0.110
H (10.00526, -4.46034, 1.54727)  0.119
H (-5.24895, 4.46710, 0.79334)  0.128
H (-3.76060, 1.98396, -2.81521)  0.104
H (-5.17690, 1.96952, 1.57108)  0.105

Forces on the atoms, in the same order (eV/Å):
Cl -0.049 -0.281 -0.054
O 0.167 -0.011 0.144
O 0.192 0.126 0.108
N -0.227 -0.045 -0.687
N -0.403 0.104 -0.420
N 0.073 -0.207 -0.671
N -0.113 -0.202 -0.077
N 0.309 -0.265 -0.307
C 0.168 -0.053 0.426
C -0.343 0.452 0.980
C -0.136 0.034 -0.354
C 0.188 -0.230 -0.041
C 0.252 -0.141 -0.193
C 0.258 -0.110 0.119
C -0.207 0.056 -0.142
C -0.200 0.110 -0.053
C 0.072 0.033 -0.142
C -0.005 -0.019 -0.058
C 0.227 -0.140 0.051
C 0.406 0.065 1.090
C -0.045 0.098 -0.023
C -0.377 0.162 -0.180
C 0.151 -0.084 0.036
C 0.073 0.278 0.105
C -0.353 0.248 0.239
C -0.007 0.145 0.032
C -0.341 -0.160 -0.148
C 0.050 0.148 0.075
C 0.043 -0.011 0.041
C 0.555 -0.453 -0.557
C 0.095 -0.020 0.029
C -0.395 0.298 -0.015
C 0.045 0.146 0.208
C -0.222 0.164 0.143
H 0.014 -0.032 -0.015
H -0.031 -0.081 -0.107
H -0.060 0.047 0.056
H 0.062 -0.073 -0.077
H 0.008 0.020 0.108
H -0.007 -0.026 -0.112
H -0.102 0.034 0.072
H 0.104 0.053 -0.005
H 0.043 -0.065 0.005
H 0.003 -0.100 -0.016
H 0.012 0.009 0.059
H 0.012 -0.139 -0.034
H -0.066 0.089 0.058
H -0.012 0.100 0.007
H -0.075 0.010 0.024
H 0.017 0.026 0.131
H 0.085 0.000 0.174
H -0.066 0.004 0.016
H 0.117 -0.142 0.012
H 0.007 -0.091 0.029
H 0.060 0.057 -0.028
H -0.022 -0.012 0.009
H 0.121 -0.075 0.034
H 0.023 0.129 -0.145
H -0.078 0.032 -0.023
H -0.069 -0.013 0.060

2S+1   1
E_tot   -1890.8096 a.u.
SMILES string   Cc1cc(-c2cc(O)ccc2Cl)cc2nnc(Nc3ccc(OCCN4CCCC4)cc3)nc12
Kohn-Sham gap   7.20 eV
Energy relative to the best compared isomer or geometry (same formula, charge and spin)   0.0 kcal/mol